1.
The following is a DFT calculation (wB97M-V/def2-TZVPD) of an isolated molecule of C5H9NO at a distorted geometry.

* multiplicity: 1
* energy above the lowest of the compared OMol25 structures with the same formula, charge and spin: 3.444 eV
* gap between HOMO and LUMO: 10.0940 eV
* F_max: 4.72 eV/Å
* SMILES: C=CC[C@@H](N)C=O

Last column: Mulliken charge in e.
Atoms and positions in Å:
C1 0.127594 2.120273 0.961358  -0.590
C2 -0.398876 1.550125 -0.120276  -0.148
C3 -1.031773 0.176673 0.031712  -0.881
C4 0.137283 -0.943505 0.223435  0.380
N1 -0.438392 -2.130779 -0.366431  -0.712
C5 1.227932 -0.597565 -0.670489  -0.318
O1 1.048469 -0.460647 -1.853171  -0.495
H1 0.207475 3.271915 0.994049  0.254
H2 0.288166 1.576990 1.985376  0.160
H3 -0.397533 2.135293 -1.018119  0.377
H4 -1.816322 0.202993 0.884188  0.350
H5 -1.592854 -0.130080 -0.797489  0.336
H6 0.486599 -0.849131 1.324585  0.285
H7 -0.079728 -2.296933 -1.312036  0.278
H8 -0.066249 -2.974524 0.198445  0.261
H9 2.298206 -0.651098 -0.465130  0.462

Forces on atoms 1 to 2 (eV/Å):
C -0.0446 1.5557 1.8632
C -0.3703 -0.2927 1.7040


2.
The following is a DFT calculation (wB97M-V/def2-TZVPD) of a cluster of 7 separate species, C14H42O14 in total at a distorted geometry.

* multiplicity: 1
* energy above the lowest of the compared OMol25 structures with the same formula, charge and spin: 1.944 eV
* gap between HOMO and LUMO: 9.1949 eV
* F_max: 3.19 eV/Å
* SMILES: OCCO.OCCO.OCCO.OCCO.OCCO.OCCO.OCCO

Last column: Mulliken charge in e.
Atoms and positions in Å:
O1 -10.651625 -1.928263 15.013700  -0.482
C1 -10.447827 -3.302301 14.502552  -0.323
C2 -9.901289 -3.214269 13.040799  -0.364
O2 -10.737972 -2.507280 12.092669  -0.547
H1 -11.402817 -1.585661 14.523862  0.264
H2 -9.601177 -3.669793 15.082423  0.331
H3 -11.345885 -3.903290 14.645351  0.217
H4 -9.693833 -4.208966 12.646287  0.374
H5 -8.937811 -2.708067 13.100643  0.318
H6 -10.724161 -1.603552 12.416210  0.299
O3 -17.477512 -7.258455 13.829808  -0.572
C3 -16.240168 -6.827325 13.302976  0.358
C4 -15.135611 -6.839977 14.371568  -0.368
O4 -14.859385 -8.147367 14.852386  -0.562
H7 -18.203911 -7.342819 13.207850  0.305
H8 -15.838750 -7.313681 12.413917  0.306
H9 -16.328565 -5.769847 13.053927  -0.228
H10 -15.376808 -6.218192 15.233713  0.299
H11 -14.210445 -6.511172 13.898241  0.116
H12 -15.722833 -8.531341 15.021561  0.337
O5 -13.009654 -6.763557 5.271266  -0.520
C5 -14.030421 -7.535606 5.937122  -0.560
C6 -14.596232 -6.918442 7.265560  -0.115
O6 -13.502779 -6.835634 8.186727  -0.545
H13 -12.286101 -6.544428 5.862914  0.327
H14 -14.883333 -7.643807 5.267099  0.335
H15 -13.750172 -8.547420 6.230004  0.297
H16 -15.300487 -7.613588 7.722607  0.208
H17 -15.008990 -5.909630 7.259922  0.234
H18 -13.769976 -6.441598 9.020363  0.369
O7 -17.874247 -5.968821 10.055659  -0.651
C7 -18.064654 -4.628232 10.493262  0.611
C8 -19.517752 -4.280737 10.089164  -0.713
O8 -20.516406 -5.335936 10.404472  -0.564
H19 -18.619749 -6.550271 10.222206  0.328
H20 -17.899163 -4.651754 11.570366  -0.339
H21 -17.458498 -3.918095 9.930795  0.263
H22 -19.614211 -3.982418 9.045224  0.427
H23 -19.892421 -3.440851 10.674241  0.301
H24 -21.273566 -5.179273 9.835461  0.301
O9 -15.590194 0.148679 15.411448  -0.543
C9 -15.089115 0.645646 14.219635  -0.714
C10 -14.085412 -0.313837 13.599258  -0.086
O10 -12.904071 -0.260268 14.390503  -0.580
H25 -16.330378 0.673928 15.724257  0.308
H26 -15.905297 0.764025 13.506932  0.365
H27 -14.720414 1.665559 14.328902  0.421
H28 -13.859395 -0.039622 12.568809  0.348
H29 -14.306821 -1.380620 13.631408  0.144
H30 -13.090704 0.028846 15.286702  0.267
O11 -17.435032 -2.539870 12.826555  -0.370
C11 -18.151279 -2.314574 14.073331  -0.224
C12 -18.495488 -3.746109 14.666441  -0.165
O12 -19.105201 -3.551142 15.973339  -0.588
H31 -17.266863 -1.743702 12.317215  0.205
H32 -17.579479 -1.739500 14.801653  0.140
H33 -19.047450 -1.708175 13.941998  0.360
H34 -17.574668 -4.288865 14.880035  0.147
H35 -19.139239 -4.281652 13.968679  0.223
H36 -18.507879 -3.054243 16.537161  0.317
O13 -12.397755 -4.410071 10.293633  -0.560
C13 -13.462529 -4.284714 11.209192  -0.256
C14 -14.812649 -4.491036 10.527136  0.017
O14 -14.986360 -5.837706 10.113697  -0.473
H37 -11.675536 -4.063777 10.822858  0.244
H38 -13.289041 -5.027074 11.988226  0.115
H39 -13.559403 -3.314844 11.697136  0.207
H40 -14.899609 -3.819454 9.673019  0.327
H41 -15.459259 -4.195025 11.353194  0.050
H42 -15.899374 -6.005807 9.869262  0.280

Forces on atoms 1 to 2 (eV/Å):
O 0.3346 -1.7933 -0.6263
C 0.8019 2.0848 -0.5842


3.
The following is a DFT calculation (wB97M-V/def2-TZVPD) of a cluster of 2 separate species, CH3N2OS in total at a distorted geometry.

* multiplicity: 1
* energy above the lowest of the compared OMol25 structures with the same formula, charge and spin: 0.307 eV
* charge: -1
* gap between HOMO and LUMO: 7.2835 eV
* F_max: 2.47 eV/Å

Last column: Mulliken charge in e.
Atoms and positions in Å:
C1 1.024611 1.381485 0.312594  -0.210
N1 0.784249 0.524754 1.177727  -0.606
N2 -1.312891 -1.489792 -0.321257  -0.094
O1 -0.175908 -2.064292 -0.381300  -0.397
S1 -2.436726 -1.843663 -1.497268  -0.526
H1 0.259427 1.521621 -0.469599  0.202
H2 -0.048285 -0.123431 0.982474  0.425
H3 1.905523 2.093317 0.196630  0.205

Forces on atoms 1 to 2 (eV/Å):
C -1.0228 1.1583 -1.9266
N 0.1663 -1.8222 1.3158


4.
The following is a DFT calculation (wB97M-V/def2-TZVPD) of a structure of composition C40H48F3HgN7O2P2S at a distorted geometry.

* multiplicity: 2
* energy above the lowest of the compared OMol25 structures with the same formula, charge and spin: 0.000 eV
* charge: +1
* gap between HOMO and LUMO (alpha / beta): 7.0843 / 6.3598 eV
* F_max: 1.07 eV/Å

Last column: Mulliken charge in e.
Atoms and positions in Å:
Hg1 -0.101721 -0.184912 0.286982  0.975
C1 -2.619795 -1.262764 4.765685  -1.236
N1 -1.469362 -1.746115 4.019774  0.180
C2 -1.750530 -2.889864 3.163822  -1.061
C3 -0.359622 -0.999227 3.715403  0.730
O1 0.278557 -1.219572 2.675934  -0.770
N2 0.032488 -0.025384 4.585795  0.317
C4 1.148440 0.829689 4.210149  -1.017
C5 -0.292602 0.001437 6.001439  -1.141
H1 -3.525630 -1.476129 4.193760  0.502
H2 -2.563673 -0.188168 4.921667  0.248
H3 -2.718601 -1.766373 5.730611  0.331
H4 -2.236472 -3.660182 3.763644  0.394
H5 -0.823566 -3.279831 2.758000  0.378
H6 -2.401833 -2.615893 2.325455  0.241
H7 1.435015 0.637512 3.180399  0.176
H8 2.011800 0.628047 4.849424  0.388
H9 0.868923 1.879828 4.329322  0.369
H10 -0.933796 0.851065 6.250011  0.284
H11 0.632640 0.099332 6.572549  0.348
H12 -0.772270 -0.919704 6.316207  0.410
C6 5.029900 -0.174792 0.083469  -1.139
S1 3.245987 -0.464276 -0.122481  0.643
C7 3.117608 0.286686 -1.773288  -0.776
O2 2.569756 0.490806 0.797376  -0.645
H13 5.237073 0.888036 -0.026379  0.342
H14 5.565715 -0.765029 -0.659458  0.398
H15 5.296839 -0.502738 1.085722  0.367
H16 3.781825 -0.221592 -2.471231  0.498
H17 3.371284 1.341735 -1.681694  0.372
H18 2.080511 0.170779 -2.085955  -0.044
F1 1.139379 7.379063 -1.052345  -0.250
C8 0.186685 6.846700 -0.271169  0.688
F2 -1.001960 7.219102 -0.784040  -0.246
F3 0.294169 7.402746 0.942967  -0.285
C9 0.291779 5.345820 -0.220819  0.429
C10 0.141251 4.619003 -1.393327  -0.999
C11 0.196294 3.237561 -1.310832  -0.654
N3 0.375780 2.591315 -0.162809  0.453
C12 0.537400 3.293684 0.950802  -0.284
C13 0.507995 4.680125 0.973508  -0.707
H19 -0.027386 5.115897 -2.339197  0.490
H20 0.077375 2.626275 -2.199808  0.566
H21 0.703163 2.724163 1.858357  0.197
H22 0.636613 5.227414 1.896391  0.550
N4 3.262603 -4.695061 -1.727153  -0.349
C14 2.141741 -5.218766 -1.185070  0.579
N5 2.137753 -6.522956 -0.872553  -0.395
N6 1.067697 -4.524811 -0.940389  -0.522
C15 0.893792 -3.260673 -1.161170  0.257
N7 0.624534 -2.144173 -1.344465  -0.317
H23 4.015610 -5.281030 -2.040573  0.217
H24 3.226080 -3.754691 -2.079586  0.165
H25 2.949710 -7.100017 -0.987911  0.181
H26 1.333303 -6.890949 -0.397959  0.232
C16 -4.742122 -0.505753 -0.186695  -1.603
P1 -2.946919 0.064461 -0.254307  0.319
C17 -3.082039 1.377231 1.020329  1.400
C18 -2.725273 2.710267 0.831036  -0.247
C19 -2.832249 3.622772 1.872783  -0.684
C20 -3.277287 3.216630 3.120565  -1.064
C21 -3.606083 1.883943 3.328160  -0.635
C22 -3.507004 0.974169 2.289371  -0.984
C23 -2.664994 0.938522 -1.830383  1.817
C24 -3.330281 2.098817 -2.219171  -0.438
C25 -3.023111 2.709135 -3.425759  -1.309
C26 -2.046736 2.169642 -4.251388  -0.731
C27 -1.386798 1.008361 -3.876360  -1.284
C28 -1.692330 0.396129 -2.670184  -0.568
P2 -5.589534 -1.531917 -1.502698  -0.426
C29 -6.289605 -0.337482 -2.694916  1.022
C30 -6.804237 -0.885834 -3.874204  -0.590
C31 -7.437364 -0.086141 -4.810369  -0.573
C32 -7.587194 1.273224 -4.571695  -0.645
C33 -7.143862 1.813011 -3.375928  -0.499
C34 -6.514811 1.008828 -2.435531  -0.442
C35 -4.154772 -2.279716 -2.378589  0.410
C36 -3.397563 -3.180883 -1.626061  -0.195
C37 -2.348510 -3.880878 -2.197190  -0.512
C38 -2.053198 -3.703608 -3.541198  -0.702
C39 -2.798561 -2.813266 -4.296843  -0.821
C40 -3.844588 -2.103321 -3.722941  -0.101
H27 -5.374680 0.346268 0.066781  0.862
H28 -4.755265 -1.156823 0.690763  0.544
H29 -2.367035 3.043811 -0.131860  0.310
H30 -2.567807 4.659167 1.703539  0.528
H31 -3.373992 3.931207 3.927370  0.436
H32 -3.947504 1.556929 4.302582  0.600
H33 -3.761888 -0.066003 2.462082  0.053
H34 -4.078612 2.541067 -1.577565  0.696
H35 -3.551161 3.606140 -3.723712  0.525
H36 -1.796346 2.657330 -5.184977  0.446
H37 -0.642120 0.571399 -4.530346  0.519
H38 -1.185802 -0.519805 -2.382176  0.457
H39 -6.706691 -1.951270 -4.050161  0.491
H40 -7.830680 -0.526524 -5.717389  0.404
H41 -8.067996 1.906439 -5.305847  0.403
H42 -7.299086 2.863874 -3.164655  0.427
H43 -6.215796 1.440546 -1.490870  0.180
H44 -3.652835 -3.348382 -0.584262  0.325
H45 -1.768379 -4.570030 -1.596358  0.563
H46 -1.246063 -4.261543 -3.999345  0.394
H47 -2.563027 -2.661981 -5.343368  0.421
H48 -4.403224 -1.404297 -4.328882  0.438

Forces on atoms 1 to 2 (eV/Å):
Hg -0.1092 0.0209 0.2504
C 0.0354 -0.0164 0.0692


> Among the records above, which one has the lowest energy above the lowest of the compared OMol25 structures with the same formula, charge and spin?

C40H48F3HgN7O2P2S


> Among the records above, which one has the highest energy above the lowest of the compared OMol25 structures with the same formula, charge and spin?

C5H9NO


> What is the energy above the lowest of the compared OMol25 structures with the same formula, charge and spin in the first record?

3.444 eV